Record 1
# C46H122N10O13

10 unconnected molecules or ions with the total composition C46H122N10O13 at a distorted geometry (the ωB97M-V functional and the def2-TZVPD basis, OMol25).

Geometry as ORCA input:
```
! RIJCOSX wB97M-V def2-TZVPD def2/J DEFGRID3
* xyz 0 1
C -5.8614 -2.6056 -0.5679
O -5.7078 -1.9465 0.6645
C -5.9500 -0.5551 0.4921
C -5.7111 0.2998 1.7209
C -4.2407 0.3015 2.1433
N -6.5535 -0.0451 2.8799
H -5.7101 -3.6708 -0.3805
H -5.1780 -2.3103 -1.3729
H -6.8967 -2.4761 -0.9063
H -5.2240 -0.2079 -0.2548
H -6.9313 -0.3372 0.0583
H -5.9209 1.3222 1.3945
H -3.6093 0.2646 1.2457
H -3.9586 -0.5795 2.7238
H -3.8915 1.1760 2.6958
H -6.2350 0.5288 3.6560
H -6.3152 -0.9845 3.1881
C 0.5613 -1.7074 -4.1303
O 0.7776 -1.5148 -5.4940
C 0.5555 -0.1625 -5.8871
C 0.9424 0.1373 -7.3381
C 2.3684 -0.2436 -7.7099
N 0.7817 1.5781 -7.5416
H -0.4873 -1.5626 -3.8291
H 1.1197 -0.9989 -3.5054
H 0.8632 -2.7152 -3.8508
H -0.5332 -0.0578 -5.8001
H 1.0483 0.5309 -5.1920
H 0.2731 -0.4348 -7.9810
H 3.0786 0.1560 -6.9884
H 2.5705 0.0333 -8.7438
H 2.3942 -1.3369 -7.7449
H 1.2520 2.0984 -6.8016
H -0.1748 1.8958 -7.3991
C -0.1360 -5.2560 -2.2110
O -1.1781 -4.5777 -1.5386
C -2.4741 -5.1324 -1.7180
C -2.9882 -5.2693 -3.1440
C -2.8847 -3.9581 -3.9272
N -4.3664 -5.7404 -3.0943
H 0.8016 -4.7457 -1.9834
H -0.3341 -5.2538 -3.2847
H 0.0526 -6.2790 -1.8641
H -2.4588 -6.1033 -1.2128
H -3.1437 -4.4773 -1.1530
H -2.3664 -6.0147 -3.6504
H -3.4163 -3.1719 -3.3883
H -3.2638 -4.1092 -4.9374
H -1.8332 -3.6713 -4.0378
H -4.8911 -5.1007 -2.5087
H -4.8014 -5.8237 -3.9994
C -0.7231 -0.2463 5.0288
O -1.7543 -0.9622 5.6707
C -2.8923 -0.1678 5.9237
C -3.9484 -0.9640 6.6708
C -5.2569 -0.1880 6.7770
N -3.4914 -1.2472 8.0453
H -0.5942 0.7328 5.5004
H -1.0136 -0.0109 3.9973
H 0.2224 -0.7763 5.0272
H -2.5640 0.6381 6.5947
H -3.3401 0.3127 5.0483
H -4.1232 -1.8697 6.0755
H -5.1325 0.7500 7.3156
H -5.9638 -0.8128 7.3314
H -5.7874 -0.0307 5.8351
H -2.6257 -1.7772 7.9614
H -4.1777 -1.9122 8.3963
C -2.3317 2.5512 -2.4005
O -2.7645 2.3495 -3.7454
C -2.6848 1.0010 -4.1711
C -3.2707 0.8693 -5.5629
C -3.6387 -0.5817 -5.8666
N -2.4283 1.5321 -6.5561
H -1.2683 2.3534 -2.2459
H -2.9046 1.8989 -1.7374
H -2.5337 3.6166 -2.3064
H -1.6442 0.6567 -4.1422
H -3.2796 0.4070 -3.4645
H -4.2659 1.3390 -5.5394
H -2.9103 -1.2757 -5.4207
H -3.7002 -0.8241 -6.9250
H -4.5097 -0.9155 -5.2976
H -2.2601 2.4716 -6.2024
H -3.0073 1.6697 -7.3803
C -2.7100 2.8684 8.4750
O -2.0366 3.4890 7.3881
C -1.4880 2.5058 6.5431
C -0.7937 3.2070 5.3782
C -1.8012 3.5229 4.2594
N 0.2222 2.3440 4.7964
H -3.4138 2.1214 8.0892
H -3.3044 3.6088 9.0032
H -2.0029 2.3413 9.1196
H -0.6990 1.9103 7.0336
H -2.1792 1.7133 6.2349
H -0.3679 4.1376 5.7714
H -2.5779 4.2084 4.6020
H -2.2552 2.6206 3.8521
H -1.2390 4.0279 3.4687
H 0.8960 2.0127 5.4744
H 0.7083 2.7940 4.0207
C -0.7577 2.1709 1.2037
O -1.0175 1.2678 0.1561
C -0.3605 0.0402 0.3153
C -0.7224 -0.9235 -0.8245
C -2.2249 -1.2253 -0.7494
N 0.0844 -2.1358 -0.7584
H -1.6284 2.8249 1.2950
H 0.1430 2.7673 1.0533
H -0.7326 1.7262 2.2052
H 0.7239 0.1912 0.3717
H -0.7290 -0.4939 1.2047
H -0.5187 -0.3880 -1.7588
H -2.4600 -1.7981 0.1526
H -2.5993 -1.7060 -1.6540
H -2.8066 -0.3081 -0.6106
H -0.3488 -2.8456 -1.3562
H -0.0715 -2.5607 0.1574
C 1.6738 5.0125 2.3353
O 1.8075 3.6684 2.7457
C 2.8967 3.0632 2.0242
C 2.9152 1.5638 2.3015
N 3.4590 1.3279 3.6414
C 3.2261 -0.0763 4.0307
C 3.5482 -0.3050 5.5162
O 2.7777 0.5670 6.3177
C 2.7938 0.2025 7.6841
H 1.5864 5.0768 1.2479
H 2.5159 5.6392 2.6504
H 0.8176 5.4767 2.8246
H 3.8595 3.5492 2.1926
H 2.6662 3.2411 0.9650
H 3.5819 1.0217 1.6245
H 1.9075 1.1703 2.1166
H 2.9070 1.8106 4.3461
H 3.8835 -0.7496 3.4726
H 2.1930 -0.4014 3.8483
H 4.6193 -0.1564 5.6869
H 3.3411 -1.3561 5.7472
H 2.1561 0.9501 8.1547
H 3.7961 0.1036 8.1054
H 2.2989 -0.7605 7.8702
C 7.2262 -1.4531 -0.3266
O 5.8380 -1.3334 -0.1948
C 5.1596 -1.9785 -1.2736
C 3.6692 -1.8004 -1.2127
N 2.9676 -2.5159 -0.1558
C 3.4076 -2.2286 1.2019
C 2.5094 -2.9036 2.2271
O 1.1921 -2.3794 2.1941
C 0.4141 -2.9796 3.2077
H 7.5764 -2.4836 -0.1673
H 7.6903 -0.8964 0.4892
H 7.5836 -1.1016 -1.2997
H 5.4404 -3.0371 -1.2360
H 5.5065 -1.5993 -2.2418
H 3.2862 -1.9948 -2.2150
H 3.4087 -0.7343 -1.1149
H 1.9778 -2.2319 -0.2482
H 3.3402 -1.1448 1.3972
H 4.4321 -2.5370 1.4044
H 3.0118 -2.7273 3.1846
H 2.5287 -3.9784 2.0240
H -0.5958 -2.5761 3.0971
H 0.6966 -2.6409 4.2087
H 0.3879 -4.0692 3.1564
C 1.9682 1.6337 -1.5874
O 2.8251 2.2146 -2.5322
C 3.8013 1.2865 -2.9801
C 4.5654 1.9439 -4.1320
N 4.9433 3.3343 -3.8506
C 5.7691 3.8868 -4.9582
C 5.2535 3.7201 -6.3818
O 5.3968 2.3976 -6.8018
C 4.8332 2.1210 -8.0660
H 1.1422 2.3166 -1.3770
H 2.5188 1.4729 -0.6517
H 1.4918 0.7020 -1.9145
H 3.2779 0.4096 -3.3761
H 4.4551 1.0035 -2.1462
H 3.9389 1.7872 -5.0110
H 5.4542 1.3483 -4.3869
H 5.6063 3.2245 -3.0881
H 6.7933 3.5046 -4.8718
H 5.7979 4.9552 -4.7293
H 5.7623 4.4476 -7.0264
H 4.1826 3.9813 -6.3682
H 3.7461 2.2231 -8.1039
H 5.1841 1.1325 -8.3485
H 5.2332 2.8291 -8.8043
*
```

Values from the calculation:
Relative energy (zero: lowest compared OMol25 entry of this formula, charge and spin): 194.11 kJ/mol
SMILES: COC[C@H](C)N.COC[C@H](C)N.COC[C@H](C)N.COC[C@H](C)N.COC[C@H](C)N.COC[C@H](C)N.COC[C@H](C)N.COCCNCCOC.COCCNCCOC.COCCNCCOC
HOMO-LUMO gap: 8.8 eV
Lowest unoccupied orbital energy: 0.61 eV

Atom charges from the Mulliken analysis, given in e for atoms 1 to 5:
1 C -0.69
2 O -0.36
3 C -0.49
4 C -0.08
5 C -0.09

=====

Record 2
# C46H123N9O14

11 unconnected molecules or ions with the total composition C46H123N9O14 at a distorted geometry (the ωB97M-V functional and the def2-TZVPD basis, OMol25).

Geometry as ORCA input:
```
! RIJCOSX wB97M-V def2-TZVPD def2/J DEFGRID3
* xyz 0 1
C -1.8445 -5.7002 7.6520
O -2.4035 -6.9822 7.8539
C -1.8423 -7.5575 9.0551
C -2.7034 -8.7871 9.4190
C -4.1933 -8.4559 9.7949
N -2.1081 -9.3746 10.5787
H -0.7721 -5.6325 7.8350
H -2.2751 -5.0527 8.4158
H -2.1640 -5.3051 6.6877
H -0.8027 -7.8124 8.8493
H -1.7258 -6.9201 9.9316
H -2.6632 -9.4891 8.5861
H -4.8361 -8.4566 8.9146
H -4.1810 -7.5039 10.3257
H -4.6303 -9.1980 10.4630
H -1.2351 -9.8552 10.4145
H -2.7239 -10.1351 10.8288
C -2.3295 -4.1585 -10.1624
O -3.1518 -3.0561 -9.7553
C -2.4085 -1.8616 -9.5256
C -3.2024 -0.7670 -8.8193
C -4.2512 -0.1287 -9.6868
N -2.4342 0.3092 -8.3005
H -1.6077 -3.9810 -10.9596
H -3.0884 -4.8577 -10.5136
H -1.7383 -4.5617 -9.3402
H -1.5204 -2.0383 -8.9188
H -2.0638 -1.4572 -10.4773
H -3.6030 -1.4032 -8.0300
H -5.0907 -0.7477 -10.0032
H -3.8900 0.2012 -10.6609
H -4.8199 0.6760 -9.2208
H -1.7999 0.0577 -7.5559
H -1.8207 0.6500 -9.0268
C 10.1372 6.1919 3.9473
O 9.1314 6.8924 4.6811
C 7.9662 6.0812 5.0302
C 7.0482 5.7539 3.8780
C 6.3993 6.9439 3.1326
N 5.9784 4.8363 4.3099
H 11.0986 6.4800 4.3725
H 10.1623 6.4975 2.9013
H 10.0275 5.1089 4.0037
H 8.1328 5.1855 5.6285
H 7.3600 6.6827 5.7074
H 7.6151 5.1660 3.1562
H 6.1138 6.7540 2.0980
H 7.0895 7.7660 2.9436
H 5.4873 7.3533 3.5671
H 5.4623 5.2973 5.0456
H 6.4423 4.1342 4.8685
C 7.8958 4.5750 -3.9993
O 6.5237 4.6080 -4.3500
C 5.7729 3.4878 -3.8517
C 4.3578 3.5409 -4.5709
C 3.5904 4.8039 -4.2935
N 3.4451 2.4261 -4.2686
H 8.0900 4.6598 -2.9301
H 8.2976 5.4675 -4.4790
H 8.5094 3.7753 -4.4141
H 6.2266 2.5801 -4.2497
H 5.6678 3.5159 -2.7671
H 4.5280 3.5236 -5.6474
H 3.5422 5.0050 -3.2233
H 2.5805 4.6369 -4.6679
H 4.0419 5.6622 -4.7912
H 3.9509 1.5631 -4.4090
H 3.2396 2.3538 -3.2824
C -3.2413 -6.7824 -3.2280
O -3.1625 -7.4750 -2.0475
C -4.2816 -8.3159 -1.7538
C -4.0048 -9.2075 -0.5456
C -3.1492 -10.3626 -0.9837
N -5.2608 -9.7671 -0.0611
H -3.7940 -5.8477 -3.1332
H -3.5542 -7.4216 -4.0536
H -2.2292 -6.4191 -3.4063
H -5.1009 -7.6648 -1.4488
H -4.6154 -8.9195 -2.5977
H -3.5390 -8.5870 0.2199
H -3.0300 -11.1246 -0.2134
H -2.1425 -10.0703 -1.2823
H -3.6628 -10.8242 -1.8271
H -5.7397 -10.1090 -0.8820
H -5.8862 -9.0251 0.2187
C 10.6112 -0.8317 2.2023
O 9.8362 -1.5833 3.1630
C 9.3313 -0.8143 4.2446
C 8.1580 -1.4939 4.8984
C 7.0620 -1.9563 3.9363
N 7.5766 -0.5045 5.8623
H 11.4886 -0.3946 2.6789
H 9.9773 -0.0675 1.7525
H 10.8597 -1.4535 1.3423
H 10.0681 -0.5948 5.0173
H 9.0032 0.1416 3.8364
H 8.5357 -2.3401 5.4723
H 6.7657 -1.0606 3.3904
H 6.1745 -2.4080 4.3794
H 7.4015 -2.6780 3.1933
H 8.2280 -0.2337 6.5850
H 6.8402 -0.9965 6.3480
C -2.1491 10.7946 1.3546
O -2.6038 9.4688 1.5047
C -3.1112 8.8621 0.3468
C -3.5412 7.3941 0.5840
N -4.8589 7.3281 1.2145
C -5.3892 5.9553 1.1360
C -6.8196 5.9971 1.7376
O -7.6877 6.9232 1.0224
C -9.0818 6.6442 1.3862
H -2.0514 11.3346 2.2964
H -2.9886 11.2569 0.8354
H -1.2280 10.8585 0.7753
H -2.2222 8.6894 -0.2598
H -3.8730 9.4939 -0.1098
H -2.7449 6.7796 1.0041
H -3.6804 6.8863 -0.3704
H -5.4901 7.9684 0.7543
H -4.9283 5.1113 1.6492
H -5.5845 5.5912 0.1273
H -6.7500 6.2514 2.7952
H -7.2666 5.0056 1.6650
H -9.2092 6.8282 2.4530
H -9.3732 5.6098 1.2039
H -9.7620 7.2900 0.8309
C 4.8720 -2.1425 -5.4156
O 4.4700 -1.8539 -6.7459
C 5.4597 -2.1211 -7.7710
C 4.8790 -1.8051 -9.1839
N 4.6219 -0.4131 -9.4612
C 4.1647 -0.3389 -10.8646
C 3.5636 1.0871 -11.1566
O 2.3692 1.3249 -10.3876
C 1.9041 2.6811 -10.5082
H 4.5951 -1.2982 -4.7843
H 5.9609 -2.1909 -5.4073
H 4.3935 -2.9990 -4.9405
H 5.7037 -3.1772 -7.6558
H 6.3686 -1.5311 -7.6532
H 4.0652 -2.5089 -9.3583
H 5.6931 -2.0924 -9.8493
H 3.8891 -0.0587 -8.8633
H 3.4242 -1.1220 -11.0273
H 4.9885 -0.4960 -11.5609
H 3.4435 1.1079 -12.2397
H 4.3368 1.8348 -10.9802
H 2.5598 3.3603 -9.9633
H 0.8689 2.7997 -10.1883
H 1.8136 2.8248 -11.5849
C -7.4371 -0.7135 -0.7937
O -8.3520 -0.8653 0.2736
C -8.0988 -2.1147 0.9671
C -9.1412 -2.5678 2.0471
N -8.7353 -3.8787 2.6881
C -7.5828 -3.7532 3.5840
C -7.6650 -2.7888 4.8365
O -7.4730 -1.4538 4.6104
C -7.3089 -0.6447 5.7511
H -7.5665 0.2124 -1.3541
H -7.5225 -1.5178 -1.5243
H -6.4323 -0.5832 -0.3917
H -7.1220 -1.9913 1.4347
H -8.0804 -2.9143 0.2265
H -10.0456 -2.7844 1.4785
H -9.2549 -1.7755 2.7870
H -9.5175 -4.3359 3.1344
H -6.5762 -3.7761 3.1665
H -7.5315 -4.7279 4.0693
H -6.9785 -3.0741 5.6335
H -8.6160 -2.9336 5.3491
H -6.4711 -1.1308 6.2511
H -8.1685 -0.6719 6.4208
H -7.0699 0.4153 5.6643
C -0.3883 -0.8589 0.3539
C 0.1408 -0.0276 1.4746
O 1.1813 0.8404 0.8827
H 0.3351 -1.6594 0.1988
H -0.5365 -0.3917 -0.6197
H -1.2949 -1.3859 0.6511
H 0.4084 -0.6178 2.3510
H -0.6924 0.5673 1.8488
H 1.8192 1.1466 1.5315
C -0.4067 3.0973 8.9913
C 0.4296 4.2791 9.4791
O 0.8244 4.9997 8.3961
H -0.8331 2.4394 9.7485
H 0.2991 2.5283 8.3861
H -1.3115 3.3945 8.4611
H 1.3332 3.9052 9.9606
H -0.1281 4.8063 10.2531
H 0.0426 5.3379 7.9534
*
```

Values from the calculation:
Relative energy (zero: lowest compared OMol25 entry of this formula, charge and spin): 513.22 kJ/mol
SMILES: COC[C@H](C)N.COC[C@H](C)N.COC[C@H](C)N.COC[C@H](C)N.COC[C@H](C)N.COC[C@H](C)N.COCCNCCOC.COCCNCCOC.COCCNCCOC.CCO.CCO
HOMO-LUMO gap: 8.9 eV
Lowest unoccupied orbital energy: 0.36 eV

Atom charges from the Mulliken analysis, given in e for atoms 1 to 5:
1 C -0.77
2 O -0.32
3 C -0.86
4 C 0.51
5 C -1.26